Entry 1:
The following is a DFT calculation (ωB97M-V/def2-TZVPD) of C67H74CsN3O10P4STe as an isolated structure.

The value obtained for the electronic energy is -151462.628 eV. As for the relative energy (zero: lowest compared OMol25 entry of this formula, charge and spin): 0.0 kcal/mol. The maximum force is 1.0 eV/Å. The net charge is -2. Its LUMO energy is 0.1097 Eh. The calculation puts the HOMO energy at -0.079 Ha.

Atoms and positions in Å:
Cs (-0.8538, 0.1606, -1.3605)
Te (1.2959, 2.4132, 4.0766)
C (0.1718, 2.8821, 5.8125)
C (0.7243, 3.5862, 6.8778)
C (-0.0456, 3.8288, 8.0034)
N (-1.3083, 3.4289, 8.1482)
C (-1.8292, 2.7588, 7.1179)
C (-1.1457, 2.4662, 5.9496)
C (-0.2490, 1.7668, 2.8485)
P (-0.3907, 0.0285, 2.5980)
C (-0.5305, -0.6809, 4.2951)
C (0.5320, -0.9246, 5.1655)
C (0.3056, -1.3708, 6.4602)
C (-0.9882, -1.5822, 6.9157)
C (-2.0577, -1.3500, 6.0631)
C (-1.8240, -0.9077, 4.7688)
C (1.2545, -0.6673, 2.1146)
C (2.1004, 0.0664, 1.2816)
C (3.2771, -0.4806, 0.7862)
C (3.6397, -1.7769, 1.1193)
C (2.8007, -2.5288, 1.9294)
C (1.6196, -1.9830, 2.4068)
P (-0.5941, 2.7949, 1.3902)
C (-2.4241, 2.7768, 1.1495)
C (-2.9683, 3.7359, 0.2943)
C (-4.3338, 3.7997, 0.0756)
C (-5.1809, 2.8825, 0.6863)
C (-4.6484, 1.9088, 1.5151)
C (-3.2787, 1.8585, 1.7494)
C (-0.5253, 4.4905, 2.1171)
C (-1.2403, 4.8094, 3.2721)
C (-1.1464, 6.0676, 3.8370)
C (-0.3445, 7.0388, 3.2430)
C (0.3452, 6.7432, 2.0793)
C (0.2510, 5.4718, 1.5199)
H (1.7418, 3.9582, 6.8371)
H (0.3772, 4.3829, 8.8367)
H (-2.8583, 2.4330, 7.2353)
H (-1.6256, 1.9334, 5.1353)
H (1.5447, -0.7468, 4.8290)
H (1.1471, -1.5392, 7.1220)
H (-1.1618, -1.9192, 7.9306)
H (-3.0740, -1.5075, 6.4054)
H (-2.6617, -0.7221, 4.1041)
H (1.8207, 1.0755, 0.9950)
H (3.9082, 0.1060, 0.1295)
H (4.5628, -2.1984, 0.7404)
H (3.0664, -3.5487, 2.1882)
H (0.9687, -2.5934, 3.0240)
H (-2.3124, 4.4369, -0.2103)
H (-4.7341, 4.5552, -0.5897)
H (-6.2483, 2.9221, 0.5034)
H (-5.2984, 1.1783, 1.9836)
H (-2.8656, 1.1050, 2.4082)
H (-1.8534, 4.0461, 3.7335)
H (-1.6913, 6.2933, 4.7463)
H (-0.2665, 8.0241, 3.6871)
H (0.9610, 7.4979, 1.6041)
H (0.7849, 5.2338, 0.6087)
O (-3.5131, 1.1332, -2.1071)
C (-3.9864, 2.0322, -2.7691)
C (-3.3284, 3.2165, -3.3094)
C (-4.1364, 4.0663, -4.0421)
C (-3.6413, 5.2164, -4.6379)
C (-2.2628, 5.5257, -4.5198)
C (-1.4399, 4.7148, -3.8124)
C (-1.9054, 3.5171, -3.1212)
O (-1.1401, 2.8338, -2.4333)
N (-4.5050, 6.0673, -5.3728)
O (-4.0340, 7.0766, -5.9029)
O (-5.7007, 5.7798, -5.4628)
H (-5.0688, 1.9962, -3.0373)
H (-5.1877, 3.8304, -4.1592)
H (-1.8878, 6.4156, -5.0065)
H (-0.3844, 4.9366, -3.7158)
C (5.6813, 4.7214, 0.4172)
C (4.6859, 3.5794, 0.6596)
C (5.1049, 2.7881, 1.9067)
C (3.3149, 4.1969, 0.9133)
C (4.6683, 2.6430, -0.5476)
C (5.8698, 2.0430, -0.9695)
C (5.9229, 1.1821, -2.0479)
C (4.7400, 0.8798, -2.7141)
S (4.4366, -0.1457, -4.0783)
C (2.6987, 0.2083, -3.9317)
N (2.4047, 1.0188, -2.9762)
C (3.5252, 1.4325, -2.2906)
C (3.5018, 2.3370, -1.2255)
C (1.7284, -0.4598, -4.8166)
C (2.1244, -0.8102, -6.1122)
C (1.2439, -1.4892, -6.9387)
C (-0.0272, -1.7884, -6.4545)
C (-0.3864, -1.4144, -5.1615)
C (0.4692, -0.7548, -4.2527)
H (5.6958, 5.3923, 1.2792)
H (5.3933, 5.2997, -0.4625)
H (6.6953, 4.3507, 0.2603)
H (5.0813, 3.4354, 2.7865)
H (6.1139, 2.3834, 1.8057)
H (4.4190, 1.9572, 2.0803)
H (3.3565, 4.8793, 1.7636)
H (2.5594, 3.4455, 1.1443)
H (2.9801, 4.7597, 0.0418)
H (6.7889, 2.2663, -0.4416)
H (6.8654, 0.7491, -2.3584)
H (2.5411, 2.7464, -0.9447)
H (3.1082, -0.5370, -6.4875)
H (1.5334, -1.7602, -7.9480)
H (-0.7374, -2.3066, -7.0952)
H (-1.4050, -1.6595, -4.8498)
C (4.2809, -3.3960, -2.5058)
C (2.8053, -3.2332, -2.7964)
C (2.4221, -3.7801, -4.1516)
O (2.1073, -3.9971, -1.7530)
P (0.7660, -3.4334, -1.1184)
O (0.7419, -1.9933, -0.8778)
C (-0.6175, -3.8901, -2.1948)
P (-2.2398, -3.5473, -1.4939)
O (-2.5028, -2.1543, -1.1365)
O (-3.2769, -4.0481, -2.6011)
C (-3.2666, -5.3987, -3.1021)
C (-4.6399, -5.9910, -2.8565)
C (-2.8970, -5.3464, -4.5719)
O (-2.3429, -4.6105, -0.3134)
C (-2.9781, -4.3168, 0.9704)
C (-2.1693, -3.2998, 1.7546)
C (-4.4253, -3.9079, 0.7779)
O (0.6242, -4.3329, 0.1760)
C (1.2146, -5.6204, 0.4096)
C (0.6629, -6.6536, -0.5564)
C (0.8951, -5.9552, 1.8521)
H (4.8547, -2.8220, -3.2329)
H (4.5710, -4.4474, -2.5723)
H (4.5134, -3.0222, -1.5093)
H (2.5109, -2.1871, -2.6877)
H (2.6530, -4.8473, -4.2021)
H (2.9930, -3.2563, -4.9182)
H (1.3743, -3.6052, -4.3894)
H (-0.5451, -4.9335, -2.5081)
H (-0.5343, -3.2423, -3.0774)
H (-2.5236, -5.9801, -2.5453)
H (-5.3995, -5.3542, -3.3109)
H (-4.8376, -6.0604, -1.7876)
H (-4.7109, -6.9882, -3.2935)
H (-3.6411, -4.7666, -5.1187)
H (-2.8550, -6.3528, -4.9924)
H (-1.9286, -4.8668, -4.7126)
H (-2.9318, -5.2871, 1.4730)
H (-2.2930, -2.2941, 1.3575)
H (-1.1085, -3.5479, 1.7229)
H (-2.4916, -3.3050, 2.7981)
H (-4.4825, -2.9882, 0.1956)
H (-4.8778, -3.7198, 1.7527)
H (-4.9958, -4.6911, 0.2771)
H (2.2948, -5.5187, 0.2736)
H (-0.4283, -6.6446, -0.5159)
H (1.0153, -7.6488, -0.2797)
H (0.9900, -6.4503, -1.5758)
H (-0.1835, -6.0673, 1.9779)
H (1.2356, -5.1569, 2.5092)
H (1.3820, -6.8877, 2.1430)

These are the Löwdin partial charges, in e, on atoms 1 to 6: number 1, Cs, carries 1.03; number 2, Te, carries 1.24; number 3, C, carries -0.53; number 4, C, carries -0.15; number 5, C, carries -0.19; number 6, N, carries 0.03

***

Entry 2:
The following is a DFT calculation (ωB97M-V/def2-TZVPD) of a 2-piece molecular cluster, C9H14O overall in a non-equilibrium geometry.

The SMILES is Cc1ccc(O)cc1.CC. The value obtained for the electronic energy is -11605.546 eV. As for the relative energy (zero: lowest compared OMol25 entry of this formula, charge and spin): 48.2 kcal/mol. The maximum force is 4.3 eV/Å. Its LUMO energy is 0.0287 Eh. The calculation puts the HOMO energy at -0.304 Ha.

Atoms and positions in Å:
C (2.3155, -1.6934, -1.9067)
C (1.4492, -1.5219, -0.7378)
C (2.0104, -0.7992, 0.3339)
C (1.1474, -0.4977, 1.4571)
C (-0.2039, -0.7649, 1.2318)
O (-1.1005, -0.7271, 2.2794)
C (-0.7820, -1.1762, 0.0151)
C (0.0728, -1.7703, -0.9473)
H (3.3386, -1.6971, -1.5937)
H (2.2569, -0.8947, -2.6555)
H (2.0840, -2.5969, -2.4066)
H (3.1143, -0.4899, 0.2442)
H (1.5339, -0.3702, 2.4170)
H (-1.8801, -1.3882, 1.9908)
H (-1.8948, -1.1164, -0.0799)
H (-0.2360, -2.1322, -1.8754)
C (-1.1798, 2.7779, -0.2620)
C (-2.1062, 2.0908, 0.7438)
H (-0.5102, 2.1142, -0.8906)
H (-1.6917, 3.6299, -0.8775)
H (-0.5094, 3.2485, 0.3816)
H (-2.6996, 1.3351, 0.2415)
H (-1.5876, 1.8107, 1.7345)
H (-2.9412, 2.6289, 1.1622)

These are the Löwdin partial charges, in e, on atoms 1 to 6: number 1, C, carries -0.09; number 2, C, carries -0.31; number 3, C, carries -0.02; number 4, C, carries 0.01; number 5, C, carries -0.36; number 6, O, carries -0.03

***

Entry 3:
The following is a DFT calculation (ωB97M-V/def2-TZVPD) of C25H28N4OPtSSi2 as an isolated structure.

The value obtained for the electronic energy is -64227.602 eV. As for the relative energy (zero: lowest compared OMol25 entry of this formula, charge and spin): 0.0 kcal/mol. The maximum force is 0.2 eV/Å. Its LUMO energy is -0.0377 Eh. The calculation puts the HOMO energy at -0.288 Ha.

Atoms and positions in Å:
Pt (-0.3110, -0.5894, 0.4390)
C (2.0803, -3.8629, -1.1131)
C (1.0392, -2.8773, -0.7034)
N (1.2866, -1.6938, -0.2911)
N (2.5051, -1.1118, -0.1518)
C (2.3681, 0.0706, 0.4223)
O (1.2561, 0.6312, 0.8059)
C (3.5909, 0.8828, 0.6214)
C (3.4758, 2.1887, 1.0905)
C (4.6108, 2.9624, 1.2724)
C (5.8631, 2.4355, 0.9903)
C (5.9802, 1.1323, 0.5246)
C (4.8491, 0.3563, 0.3380)
C (-0.4067, -3.2140, -0.6825)
C (-0.8701, -4.4451, -1.1074)
C (-2.2203, -4.7432, -1.0255)
C (-3.0835, -3.8017, -0.5028)
C (-2.5715, -2.5808, -0.0991)
N (-1.2807, -2.2808, -0.2018)
H (3.0603, -3.4042, -1.0146)
H (1.9375, -4.1806, -2.1477)
H (2.0344, -4.7465, -0.4738)
H (2.4941, 2.5851, 1.3092)
H (4.5173, 3.9770, 1.6366)
H (6.7497, 3.0395, 1.1346)
H (6.9567, 0.7192, 0.3080)
H (4.9260, -0.6598, -0.0215)
H (-0.1638, -5.1732, -1.4778)
H (-2.5857, -5.7084, -1.3483)
H (-4.1407, -3.9948, -0.3963)
H (-3.2014, -1.8136, 0.3203)
C (-1.9500, -0.2357, -2.6035)
Si (-0.7704, 0.6892, -1.4710)
C (0.8086, 1.0256, -2.4209)
C (-1.5661, 2.2971, -0.9266)
C (-1.6680, 3.4096, -1.7659)
C (-2.3016, 4.5647, -1.3356)
C (-2.8431, 4.6208, -0.0570)
C (-2.7431, 3.5245, 0.7854)
C (-2.1050, 2.3545, 0.3667)
Si (-1.8956, 0.8485, 1.4782)
C (-3.5961, 0.1186, 1.8185)
C (-1.1501, 1.3773, 3.1090)
H (-2.1453, 0.3748, -3.4896)
H (-2.9097, -0.4248, -2.1176)
H (-1.5399, -1.1921, -2.9369)
H (0.5874, 1.5793, -3.3374)
H (1.3065, 0.0961, -2.7060)
H (1.5083, 1.6207, -1.8317)
H (-1.2451, 3.3802, -2.7651)
H (-2.3712, 5.4234, -1.9916)
H (-3.3353, 5.5237, 0.2828)
H (-3.1596, 3.5873, 1.7858)
H (-4.1590, 0.8154, 2.4455)
H (-3.5239, -0.8287, 2.3590)
H (-4.1864, -0.0266, 0.9105)
H (-1.8061, 2.0749, 3.6363)
H (-0.1892, 1.8667, 2.9402)
H (-0.9764, 0.5071, 3.7433)
S (-0.5585, -4.4541, 2.7554)
C (-0.2396, -2.8771, 2.5427)
N (-0.0223, -1.7393, 2.3427)

These are the Löwdin partial charges, in e, on atoms 1 to 6: number 1, Pt, carries 1.15; number 2, C, carries 0.00; number 3, C, carries -0.25; number 4, N, carries -0.12; number 5, N, carries 0.11; number 6, C, carries -0.41

***

Question: What is the formula in the second record?
Answer: C9H14O

***

Question: Among the records above, which one has the highest maximum force?
Answer: C9H14O

***

Question: Which of these has the highest electronic energy?
Answer: C9H14O

***

Question: electronic energy of number 1 (C67H74CsN3O10P4STe)?
Answer: -151462.628 eV